Computed, not measured: C30H33AsOPS3SiW as an isolated structure, with ωB97M-V with the def2-TZVPD basis set.

energy above the lowest of the compared OMol25 structures with the same formula, charge and spin: 90.40 kJ/mol
E: -146019.482 eV
molar mass: 823.62 g/mol

```
! RIJCOSX wB97M-V def2-TZVPD def2/J DEFGRID3
* xyz 1 3
W 2.55 1.56 -1.34
S 0.60 4.28 -1.76
C 1.58 3.35 -0.82
S 2.34 3.04 0.58
S 2.25 1.41 -3.53
C 5.64 0.44 1.39
Si 4.35 -0.24 0.18
C 5.30 -1.22 -1.19
C 4.67 1.58 -1.26
O 3.37 -1.19 0.99
H 6.52 0.91 0.88
H 6.02 -0.47 1.90
H 5.21 1.06 2.15
H 6.36 -0.82 -1.35
H 4.78 -1.23 -2.17
H 5.44 -2.25 -0.79
H 5.28 0.93 -1.90
H 5.13 2.18 -0.51
H 4.23 2.33 -2.01
C -0.46 0.10 0.35
C 0.05 -0.28 1.69
As -1.38 -0.19 3.07
C -1.57 1.77 3.24
C -2.73 2.23 3.89
C -2.87 3.60 4.16
C -1.85 4.50 3.85
C -0.64 3.99 3.39
C -0.52 2.66 2.98
C -3.19 -0.62 2.27
C -3.62 -1.94 2.45
C -4.89 -2.35 2.13
C -5.81 -1.40 1.56
C -5.35 -0.11 1.32
C -4.08 0.30 1.73
P 0.59 -0.23 -1.20
C 0.87 -2.03 -1.31
C 0.00 -2.98 -0.71
C 0.24 -4.34 -0.94
C 1.33 -4.74 -1.73
C 2.16 -3.82 -2.36
C 1.91 -2.47 -2.15
C -0.78 -0.08 -2.48
C -0.70 -0.89 -3.64
C -1.74 -0.85 -4.57
C -2.79 0.05 -4.47
C -2.87 0.80 -3.32
C -1.83 0.84 -2.38
H -0.62 1.18 0.35
H -1.45 -0.38 0.12
H 0.88 0.39 2.02
H 0.45 -1.29 1.76
H -3.55 1.54 4.05
H -3.78 3.90 4.63
H -2.01 5.60 3.86
H 0.21 4.66 3.21
H 0.34 2.33 2.40
H -2.92 -2.65 2.90
H -5.18 -3.39 2.29
H -6.76 -1.77 1.28
H -6.01 0.68 0.88
H -3.76 1.32 1.60
H -0.91 -2.64 -0.23
H -0.38 -5.05 -0.44
H 1.45 -5.85 -1.93
H 2.94 -4.12 -3.04
H 2.56 -1.75 -2.60
H 0.20 -1.52 -3.79
H -1.67 -1.44 -5.50
H -3.53 0.04 -5.29
H -3.72 1.44 -3.18
H -1.90 1.60 -1.61
*
```

---

Computed, not measured: a 6-piece molecular cluster, C24H30O12S3 overall, with ωB97M-V with the def2-TZVPD basis set.

energy above the lowest of the compared OMol25 structures with the same formula, charge and spin: 0.00 kJ/mol
E: -82444.436 eV
molar mass: 606.69 g/mol
SMILES: O=S1(=O)OCCO1.O=S1(=O)OCCO1.O=S1(=O)OCCO1.c1ccccc1.c1ccccc1.c1ccccc1

```
! RIJCOSX wB97M-V def2-TZVPD def2/J DEFGRID3
* xyz 0 1
O -2.80 0.01 -5.96
S -3.81 0.80 -5.31
O -5.21 0.75 -5.75
O -3.63 0.59 -3.71
C -3.31 1.75 -2.97
C -2.77 2.75 -3.99
O -3.30 2.39 -5.28
H -4.21 2.21 -2.56
H -2.70 1.51 -2.10
H -1.69 2.68 -4.05
H -3.05 3.75 -3.68
O -2.34 -0.83 2.14
S -3.54 -1.71 2.08
O -4.06 -2.58 3.19
O -4.72 -0.69 1.61
C -4.64 -0.46 0.17
C -4.03 -1.66 -0.41
O -3.64 -2.52 0.66
H -5.55 -0.23 -0.37
H -3.91 0.35 0.06
H -3.13 -1.51 -1.00
H -4.81 -2.07 -1.04
O 2.74 -1.10 5.52
S 2.39 -1.44 4.11
O 2.11 -0.35 3.18
O 3.52 -2.46 3.54
C 3.12 -3.79 3.51
C 1.77 -3.89 4.20
O 1.20 -2.61 4.00
H 2.89 -3.97 2.46
H 3.91 -4.47 3.83
H 1.88 -3.89 5.28
H 1.26 -4.79 3.84
C 3.35 8.22 -0.39
C 2.17 7.42 -0.62
C 2.24 6.05 -0.82
C 3.50 5.44 -0.80
C 4.68 6.21 -0.61
C 4.55 7.59 -0.35
H 3.16 9.25 -0.12
H 1.20 7.88 -0.46
H 1.39 5.42 -1.07
H 3.53 4.39 -1.06
H 5.60 5.69 -0.36
H 5.49 8.10 -0.18
C -0.28 -0.20 -0.61
C 0.25 0.38 0.55
C 1.03 1.51 0.43
C 1.51 1.88 -0.79
C 1.03 1.31 -1.98
C 0.07 0.31 -1.86
H -0.98 -1.02 -0.55
H 0.02 0.02 1.54
H 1.43 1.92 1.35
H 2.18 2.72 -0.87
H 1.48 1.56 -2.93
H -0.39 -0.08 -2.75
C 0.38 -6.73 0.96
C 1.47 -6.20 0.26
C 1.61 -4.84 0.12
C 0.58 -4.04 0.70
C -0.50 -4.56 1.35
C -0.54 -5.90 1.62
H 0.36 -7.79 1.13
H 2.22 -6.85 -0.16
H 2.45 -4.42 -0.42
H 0.57 -2.96 0.70
H -1.28 -3.94 1.77
H -1.44 -6.26 2.08
*
```

---

Computed, not measured: an isolated ion of composition C11H17N4 and charge +1, with ωB97M-V with the def2-TZVPD basis set.

energy above the lowest of the compared OMol25 structures with the same formula, charge and spin: 378.22 kJ/mol
E: -17634.321 eV
molar mass: 205.28 g/mol
SMILES: CC1=C(C)N=C([n+]2cn(C)cn2)[C@H](C)C1

```
! RIJCOSX wB97M-V def2-TZVPD def2/J DEFGRID3
* xyz 1 1
C -3.90 -0.30 0.60
C -2.51 -0.03 0.51
C -1.85 1.05 0.07
C -2.50 2.25 -0.57
N -0.48 1.08 0.09
C 0.20 -0.05 0.21
N 1.57 -0.03 0.23
C 2.46 0.96 0.01
N 3.68 0.46 0.14
C 4.96 1.03 -0.16
C 3.47 -0.90 0.41
N 2.21 -1.17 0.41
C -0.51 -1.34 0.06
C -0.72 -1.60 -1.38
C -1.67 -1.22 0.98
H -4.44 0.62 0.46
H -4.01 -0.73 1.59
H -4.32 -1.04 -0.07
H -2.72 3.00 0.28
H -3.42 2.03 -1.07
H -1.76 2.69 -1.11
H 2.14 2.04 0.16
H 5.50 0.84 0.72
H 5.14 0.41 -0.97
H 4.96 2.09 -0.34
H 4.22 -1.69 0.60
H 0.17 -2.28 0.34
H -1.32 -2.48 -1.52
H 0.22 -1.82 -1.80
H -1.25 -0.70 -1.73
H -1.27 -1.09 1.95
H -2.26 -2.10 0.88
*
```

---

Computed, not measured: a 18-piece molecular cluster, C72H198N18O18 overall, with ωB97M-V with the def2-TZVPD basis set.

energy above the lowest of the compared OMol25 structures with the same formula, charge and spin: 408.31 kJ/mol
E: -141538.529 eV
molar mass: 1604.48 g/mol

```
! RIJCOSX wB97M-V def2-TZVPD def2/J DEFGRID3
* xyz 0 1
C 1.60 -8.34 -1.29
C 2.11 -8.90 0.08
C 1.07 -9.78 0.69
O -0.04 -9.05 1.15
C -1.18 -9.87 1.33
N 3.27 -9.81 -0.15
H 2.11 -7.40 -1.61
H 0.56 -8.26 -1.28
H 1.95 -8.97 -2.13
H 2.29 -8.09 0.80
H 1.57 -10.33 1.53
H 0.72 -10.51 -0.03
H -0.90 -10.84 1.78
H -1.66 -10.07 0.37
H -1.88 -9.36 2.00
H 3.38 -10.18 0.81
H 4.05 -9.23 -0.43
C 6.81 6.19 2.76
C 6.69 6.62 1.30
C 5.22 6.63 0.81
O 4.60 5.32 0.85
C 4.72 4.65 -0.36
N 7.26 7.90 1.04
H 7.84 6.18 3.01
H 6.44 5.17 2.89
H 6.23 6.77 3.48
H 7.26 5.80 0.77
H 5.13 7.16 -0.16
H 4.63 7.28 1.44
H 5.78 4.54 -0.77
H 4.06 5.02 -1.17
H 4.33 3.68 -0.23
H 7.24 8.28 0.10
H 8.19 8.05 1.48
C 1.79 -2.31 -2.53
C 1.09 -1.25 -3.37
C 1.73 0.11 -3.00
O 1.14 1.24 -3.78
C -0.10 1.56 -3.26
N 1.22 -1.66 -4.81
H 1.34 -2.25 -1.49
H 2.90 -2.16 -2.49
H 1.63 -3.25 -2.97
H 0.04 -1.28 -3.11
H 2.78 0.13 -3.21
H 1.58 0.28 -1.90
H 0.10 1.81 -2.22
H -0.90 0.77 -3.30
H -0.39 2.53 -3.69
H 0.98 -0.87 -5.36
H 2.16 -1.97 -5.01
C -1.70 3.64 4.08
C -2.58 2.47 4.53
C -4.03 2.67 4.30
O -4.59 3.85 4.89
C -5.94 4.00 4.73
N -2.32 1.18 3.86
H -2.15 4.58 4.47
H -1.91 3.78 3.03
H -0.68 3.62 4.35
H -2.44 2.28 5.59
H -4.54 1.77 4.73
H -4.32 2.77 3.24
H -6.64 3.25 5.20
H -6.24 4.04 3.72
H -6.21 4.88 5.25
H -1.91 0.59 4.57
H -1.66 1.19 3.09
C -6.09 -6.46 4.60
C -5.33 -6.33 3.31
C -4.95 -4.91 2.94
O -6.13 -4.16 3.00
C -5.90 -2.78 2.86
N -4.14 -7.18 3.43
H -6.42 -7.49 4.78
H -6.95 -5.80 4.55
H -5.40 -6.09 5.39
H -5.88 -6.56 2.40
H -4.49 -4.89 1.94
H -4.18 -4.52 3.62
H -5.20 -2.46 3.59
H -6.82 -2.20 3.00
H -5.42 -2.44 1.94
H -3.36 -6.78 2.85
H -4.31 -8.15 3.11
C 1.57 9.95 0.21
C 0.79 8.70 0.65
C 1.36 7.38 0.19
O 0.45 6.39 0.48
C 1.02 5.14 0.33
N 0.51 8.71 2.10
H 2.63 10.03 0.49
H 1.11 10.80 0.60
H 1.30 10.10 -0.86
H -0.19 8.85 0.09
H 2.29 7.18 0.78
H 1.54 7.44 -0.88
H 1.22 5.01 -0.72
H 0.23 4.41 0.59
H 1.98 5.01 0.85
H 1.36 8.60 2.69
H -0.08 7.88 2.25
C -3.25 2.66 -0.52
C -4.19 2.62 -1.72
C -5.44 3.43 -1.46
O -6.15 3.02 -0.34
C -6.42 1.58 -0.33
N -3.48 3.28 -2.78
H -3.00 3.76 -0.44
H -2.30 2.08 -0.57
H -3.67 2.40 0.43
H -4.46 1.62 -2.12
H -6.06 3.29 -2.33
H -5.27 4.50 -1.31
H -7.03 1.23 -1.16
H -6.85 1.28 0.58
H -5.47 1.03 -0.37
H -4.02 3.39 -3.64
H -3.20 4.21 -2.65
C 2.47 4.05 -5.36
C 3.60 3.39 -6.17
C 4.77 4.30 -6.57
O 4.31 5.31 -7.47
C 5.39 5.94 -8.14
N 4.13 2.24 -5.37
H 2.20 5.01 -5.84
H 2.82 4.28 -4.33
H 1.62 3.43 -5.26
H 3.21 3.07 -7.17
H 5.49 3.64 -7.11
H 5.21 4.79 -5.69
H 6.06 6.37 -7.40
H 4.93 6.75 -8.70
H 5.92 5.24 -8.81
H 4.16 1.34 -5.91
H 3.50 2.06 -4.59
C -0.57 -4.95 3.30
C -0.16 -4.77 1.86
C 1.38 -4.71 1.76
O 1.73 -4.55 0.38
C 3.08 -4.80 0.11
N -0.69 -5.85 0.94
H -0.39 -5.87 3.84
H -1.68 -4.74 3.34
H -0.09 -4.09 3.74
H -0.40 -3.74 1.56
H 1.83 -5.61 2.21
H 1.79 -3.83 2.30
H 3.72 -4.00 0.51
H 3.12 -4.77 -0.99
H 3.38 -5.81 0.41
H -0.51 -6.73 1.43
H -0.20 -5.84 0.05
C -3.22 -1.12 -6.11
C -3.14 -1.42 -4.64
C -4.47 -1.54 -3.98
O -5.15 -0.33 -3.94
C -6.49 -0.47 -3.57
N -2.42 -2.70 -4.45
H -3.76 -1.96 -6.64
H -2.23 -1.11 -6.63
H -3.63 -0.17 -6.24
H -2.47 -0.63 -4.22
H -4.23 -1.83 -2.95
H -5.10 -2.27 -4.41
H -6.60 -0.85 -2.52
H -7.04 -1.28 -4.11
H -6.92 0.55 -3.66
H -1.64 -2.68 -3.76
H -2.13 -3.13 -5.36
C -2.81 -1.54 0.69
C -1.90 -1.13 -0.50
C -0.69 -0.47 0.08
O -1.02 0.73 0.63
C 0.18 1.47 1.03
N -1.53 -2.16 -1.41
H -3.35 -0.69 1.19
H -2.25 -2.05 1.46
H -3.61 -2.18 0.32
H -2.49 -0.44 -1.06
H 0.04 -0.30 -0.68
H -0.10 -1.26 0.70
H 0.67 1.79 0.15
H 0.88 0.92 1.59
H -0.25 2.35 1.57
H -1.14 -2.97 -0.97
H -2.45 -2.51 -1.69
C 1.66 -0.48 3.94
C 2.33 0.28 5.09
C 2.38 1.77 4.87
O 3.06 1.97 3.61
C 3.07 3.32 3.24
N 1.63 0.08 6.34
H 2.27 -0.42 3.06
H 0.67 0.02 3.63
H 1.51 -1.56 4.14
H 3.32 -0.13 5.19
H 3.01 2.17 5.62
H 1.32 2.15 4.83
H 3.92 3.53 2.49
H 3.17 3.98 4.12
H 2.13 3.56 2.70
H 0.64 0.04 6.15
H 1.88 -0.74 6.90
C -1.15 1.47 8.24
C -2.33 0.59 7.98
C -1.97 -0.86 7.66
O -1.59 -1.13 6.29
C -1.74 -2.45 5.99
N -3.04 0.55 9.24
H -1.56 2.47 8.35
H -0.25 1.44 7.58
H -0.76 1.13 9.21
H -3.03 0.94 7.24
H -2.84 -1.51 7.77
H -1.11 -1.12 8.33
H -2.81 -2.72 6.12
H -1.19 -3.09 6.64
H -1.40 -2.67 4.96
H -3.01 1.45 9.71
H -4.05 0.40 9.12
C -1.20 6.06 -3.59
C -1.48 7.00 -2.42
C -2.28 8.22 -2.92
O -1.38 9.04 -3.66
C -2.10 9.99 -4.39
N -2.35 6.38 -1.41
H -2.06 5.84 -4.19
H -0.73 5.13 -3.22
H -0.40 6.53 -4.23
H -0.55 7.36 -1.95
H -2.63 8.70 -2.02
H -3.17 7.95 -3.54
H -2.80 9.45 -4.98
H -1.40 10.56 -5.02
H -2.61 10.72 -3.77
H -2.73 7.08 -0.81
H -1.78 5.84 -0.77
C 8.53 3.03 0.52
C 8.78 1.77 -0.35
C 8.11 1.74 -1.71
O 6.70 1.86 -1.54
C 5.98 1.85 -2.81
N 10.20 1.56 -0.60
H 7.51 3.19 0.81
H 8.77 3.93 -0.04
H 9.13 3.03 1.45
H 8.35 0.98 0.28
H 8.31 0.74 -2.22
H 8.42 2.50 -2.47
H 6.41 2.60 -3.50
H 5.04 2.16 -2.47
H 6.11 0.86 -3.34
H 10.35 0.60 -0.85
H 10.77 1.67 0.23
C -0.64 -5.58 -2.57
C -0.57 -5.46 -4.07
C 0.68 -6.22 -4.68
O 1.78 -5.97 -3.85
C 2.95 -6.69 -4.13
N -1.76 -5.82 -4.86
H 0.33 -5.24 -2.09
H -0.71 -6.61 -2.22
H -1.53 -5.19 -2.19
H -0.33 -4.44 -4.21
H 0.78 -5.88 -5.72
H 0.58 -7.31 -4.71
H 3.48 -6.25 -5.00
H 2.70 -7.75 -4.36
H 3.58 -6.66 -3.26
H -2.06 -6.77 -4.63
H -2.51 -5.21 -4.59
C -9.07 -4.49 -1.58
C -7.88 -5.05 -0.80
C -6.69 -5.25 -1.80
O -5.64 -5.91 -1.19
C -4.52 -5.84 -2.08
N -7.45 -4.22 0.31
H -9.30 -5.31 -2.30
H -8.69 -3.62 -2.07
H -9.97 -4.17 -0.99
H -8.05 -6.02 -0.42
H -6.39 -4.22 -1.99
H -6.94 -5.85 -2.71
H -4.26 -4.79 -2.17
H -4.67 -6.32 -3.05
H -3.78 -6.43 -1.58
H -7.17 -4.75 1.16
H -8.10 -3.51 0.53
C 4.77 -1.49 -0.38
C 4.11 -0.80 0.82
C 4.88 -0.99 2.16
O 4.69 -2.31 2.46
C 5.19 -2.62 3.73
N 4.00 0.64 0.35
H 5.70 -0.92 -0.66
H 4.13 -1.44 -1.22
H 5.01 -2.56 -0.25
H 3.08 -1.16 1.05
H 4.35 -0.33 2.91
H 5.96 -0.67 2.12
H 5.49 -1.72 4.28
H 6.11 -3.20 3.80
H 4.47 -3.27 4.26
H 3.76 1.15 1.20
H 4.98 0.95 0.14
*
```